DFT (ωB97M-V/def2-TZVPD) results for a molecular structure, C3H2ClN in a non-equilibrium geometry.

Properties
Maximum force = 0.1695 Eh/bohr
HOMO = -0.39404 Eh
LUMO = -0.1 eV

```
! wB97M-V def2-TZVPD RIJCOSX def2/J DEFGRID3
* xyz 0 1
C -0.2138 0.0463 -0.2835
C -0.5188 -0.6020 0.7801
C 1.0733 0.6110 -0.4741
H -1.4778 -0.9791 0.7742
H -0.1853 -0.6607 1.8828
N 2.1660 1.0329 -0.8207
Cl -0.8435 0.5515 -1.8587
*
```

DFT (ωB97M-V/def2-TZVPD) results for a single C6H10O2 molecule in a non-equilibrium geometry.

Properties
Maximum force = 0.1041 Eh/bohr
Structure (SMILES) = C#CC(C)(OC)OC
HOMO = -0.36205 Eh
LUMO = 0.9 eV

```
! wB97M-V def2-TZVPD RIJCOSX def2/J DEFGRID3
* xyz 0 1
C -0.7810 -2.0989 0.9786
C -0.3826 -1.1622 0.2757
C 0.1853 0.0245 -0.2706
C -0.3171 1.2336 0.5344
O 1.6132 0.1475 -0.1671
C 2.1600 -0.1848 1.1161
O -0.0438 0.2299 -1.6801
C -1.4085 0.1920 -2.0524
H -1.1748 -2.8829 1.5194
H -0.1582 1.1389 1.6159
H -1.4028 1.4396 0.3594
H 0.0773 2.1833 0.2239
H 1.9137 0.3855 2.0753
H 3.2537 -0.0192 0.7946
H 1.8614 -1.2783 1.3127
H -1.9415 -0.6693 -1.7272
H -1.9832 1.1004 -1.6946
H -1.4710 0.2204 -3.2140
*
```

DFT (ωB97M-V/def2-TZVPD) results for 2 unconnected molecules or ions with the total composition C4H5N3.

Properties
Maximum force = 0.0189 Eh/bohr
HOMO = -0.32206 Eh
LUMO = 0.3 eV

```
! wB97M-V def2-TZVPD RIJCOSX def2/J DEFGRID3
* xyz 0 1
N 1.6510 -1.3217 0.6543
C 1.7467 -0.3839 -0.0154
C 1.8983 0.7853 -0.8780
C -1.5352 -1.4597 0.1182
N -1.5217 -0.2427 0.4682
C -1.3553 0.9447 0.7524
N 1.1666 1.8164 -0.8533
H 2.7272 0.7196 -1.5821
H -2.1648 -1.7719 -0.7097
H -0.9043 -2.1635 0.6522
H -2.0437 1.3228 1.5175
H 0.4084 1.7211 -0.1585
*
```

DFT (ωB97M-V/def2-TZVPD) results for a molecular structure, C20H43AlCl28N2O2P in a non-equilibrium geometry.

Properties
Maximum force = 0.0519 Eh/bohr
HOMO = -0.13180 Eh
LUMO = 1.7 eV

```
! wB97M-V def2-TZVPD RIJCOSX def2/J DEFGRID3
* xyz -1 1
C -1.7403 -0.9553 1.1157
C -1.9189 -1.7167 -0.2712
Cl -0.3984 -2.7230 -0.5352
C -2.2947 -0.7725 -1.4948
Al -0.9250 0.6697 -1.9429
Cl -0.1410 1.8119 -0.1432
C 0.7081 0.0199 -2.9920
C 0.5383 -1.3742 -3.6833
O -0.4966 -1.5317 -4.3889
N 1.4631 -2.4839 -3.6467
C 0.7893 -3.8053 -3.4846
C 2.5480 -2.3170 -2.6459
P -2.0596 2.2736 -3.2588
N -2.5987 1.5567 -4.7788
O -0.9496 3.5553 -3.7047
H -0.6363 -0.6762 1.2077
H -2.0185 -1.6764 1.9409
H -2.3011 0.0285 1.1653
H -2.7894 -2.4435 -0.1424
H -3.2899 -0.2752 -1.2238
H -2.4938 -1.4129 -2.4207
H 0.8627 0.7774 -3.8374
H 1.6096 0.1255 -2.3165
H 1.2807 -4.3241 -2.5905
H 1.0552 -4.4392 -4.3910
H -0.3096 -3.7567 -3.2462
H 3.1593 -3.2523 -2.4664
H 3.2792 -1.5483 -3.0770
H 2.1781 -1.8542 -1.6698
H -2.0345 0.7341 -5.0338
H -2.4359 2.2718 -5.4971
H -1.0165 4.1899 -2.9708
C -0.0343 -3.3731 3.5412
Cl -1.5974 -4.1088 3.1746
Cl -0.1703 -2.1997 4.8577
H 0.6624 -4.1548 3.8356
H 0.3329 -2.8649 2.6511
C -1.7459 -6.1337 6.8698
Cl -2.5455 -7.2785 5.7864
Cl -0.0845 -5.8155 6.3550
H -2.3013 -5.1982 6.8670
H -1.7290 -6.5505 7.8745
C 2.0712 2.9597 2.4872
Cl 3.1705 1.7364 3.1381
Cl 2.8936 4.5118 2.2771
H 1.6985 2.6255 1.5225
H 1.2407 3.0914 3.1772
C 6.2384 4.9893 0.9021
Cl 7.1120 3.5331 0.4100
Cl 7.2699 6.0637 1.8549
H 5.9042 5.5182 0.0123
H 5.3803 4.6992 1.5034
C -1.3623 5.4179 -6.8759
Cl -2.2187 3.9708 -7.4217
Cl -1.7204 5.7854 -5.1858
H -0.2919 5.2547 -6.9816
H -1.6699 6.2596 -7.4925
C 1.8326 8.2994 1.9494
Cl 3.4748 7.7329 2.2779
Cl 1.7386 10.0646 2.0178
H 1.5370 7.9685 0.9580
H 1.1595 7.8808 2.6934
C -5.6527 1.8625 0.4981
Cl -6.4541 0.7079 -0.5756
Cl -3.9962 2.1816 -0.0238
H -6.2111 2.7961 0.4912
H -5.6331 1.4515 1.5054
C 9.2820 1.6354 -2.4158
Cl 10.2208 0.1489 -2.2256
Cl 7.9134 1.3955 -3.5073
H 8.9069 1.9428 -1.4423
H 9.9272 2.4100 -2.8242
C -4.8648 -7.5520 2.8095
Cl -3.7648 -8.7880 3.4357
Cl -4.0396 -6.0027 2.6108
H -5.2473 -7.8760 1.8442
H -5.6881 -7.4252 3.5085
C 5.0422 4.1434 5.8976
Cl 6.1066 2.9209 6.6041
Cl 5.8192 4.9635 4.5397
H 4.1343 3.6586 5.5436
H 4.7954 4.8792 6.6598
C 2.0698 -6.8324 -5.7618
Cl 0.3247 -6.7290 -6.0173
Cl 2.4477 -7.5335 -4.1834
H 2.5036 -7.4581 -6.5386
H 2.4936 -5.8316 -5.8140
C -9.0933 -7.1196 2.8923
Cl -7.9944 -8.3549 3.5186
Cl -8.2662 -5.5714 2.6907
H -9.4755 -7.4444 1.9272
H -9.9164 -6.9924 3.5918
C -1.8492 7.0399 1.6795
Cl -0.7767 5.8239 2.3819
Cl -1.0806 7.8598 0.3146
H -2.7568 6.5513 1.3319
H -2.0947 7.7770 2.4410
*
```

DFT (ωB97M-V/def2-TZVPD) results for 9 unconnected molecules or ions with the total composition C45H68BrN2O37PS9 in a non-equilibrium geometry.

Properties
Maximum force = 0.1251 Eh/bohr
Structure (SMILES) = COCCCCCCCCCCc1cnc2c(CC(=O)Br)c(P(O)(O)=S)cc(CC(=O)c3ccccc3)c2n1.O=S1(=O)OCCO1.O=S1(=O)OCCO1.O=S1(=O)OCCO1.O=S1(=O)OCCO1.O=S1(=O)OCCO1.O=S1(=O)OCCO1.O=S1(=O)OCCO1.O=S1(=O)OCCO1
HOMO = -0.31716 Eh
LUMO = -1.4 eV

```
! wB97M-V def2-TZVPD RIJCOSX def2/J DEFGRID3
* xyz 0 1
C 4.7706 -4.9593 3.7734
O 5.3023 -3.9810 2.8462
C 5.8532 -4.6346 1.6676
C 6.1229 -3.4871 0.5503
C 7.6786 -3.0865 0.6461
C 7.9671 -1.5066 0.6961
C 7.0103 -0.6780 1.6919
C 6.3398 0.5272 0.8395
C 6.0508 1.7187 1.9228
C 4.6218 1.3783 2.5838
C 3.5358 2.4604 2.0381
C 2.2498 2.3681 3.0011
C 0.9269 1.8047 2.2476
C 0.5690 2.4768 0.8907
N -0.5843 2.1093 0.1453
C -1.3616 1.0785 0.7776
C -2.6868 0.6374 0.0353
C -3.0453 1.3888 -1.3541
C -2.1293 0.8643 -2.5577
O -2.0557 1.5729 -3.5922
Br -1.1026 -0.8348 -2.4236
C -3.5785 -0.4672 0.6361
P -5.2154 -1.0297 -0.1513
O -5.2327 -0.8356 -1.8395
O -6.4155 0.0135 0.5246
S -5.6902 -2.8387 0.3650
C -3.1627 -1.1847 1.9617
C -1.8593 -0.7348 2.6632
C -1.4914 -1.5303 4.0286
C -1.7061 -3.1285 3.8221
O -2.6586 -3.7103 4.4369
C -0.7887 -4.0402 2.9049
C 0.7406 -3.8138 2.6480
C 1.5648 -4.7736 1.7547
C 0.9305 -6.0289 1.0432
C -0.5803 -6.2733 1.3069
C -1.4213 -5.3001 2.2073
C -0.9256 0.4264 2.1089
N 0.2293 0.7495 2.9060
H 4.2412 -5.8216 3.2136
H 5.6006 -5.4202 4.4302
H 4.0031 -4.4603 4.4617
H 6.8459 -5.1352 1.9815
H 5.1664 -5.4559 1.2470
H 5.3929 -2.6236 0.7032
H 5.8917 -3.9324 -0.4885
H 8.1747 -3.4804 -0.3245
H 8.2425 -3.5606 1.5223
H 7.9433 -1.0122 -0.3332
H 9.0480 -1.3684 1.0874
H 6.1773 -1.3108 2.1711
H 7.6139 -0.2399 2.5719
H 6.9947 0.9181 -0.0086
H 5.3060 0.1547 0.4867
H 5.9954 2.7474 1.4237
H 6.8769 1.7758 2.7263
H 4.6443 1.5068 3.7292
H 4.2471 0.3085 2.3526
H 3.3109 2.3542 0.9247
H 4.0214 3.4917 2.2432
H 1.9815 3.4187 3.3815
H 2.4195 1.7202 3.9436
H 1.2383 3.3000 0.4543
H -4.1677 1.3922 -1.5778
H -2.7578 2.4972 -1.1894
H -5.4282 -1.7315 -2.2139
H -6.3476 -0.0450 1.5142
H -3.8170 -1.9979 2.4118
H -2.2555 -1.2275 4.8308
H -0.4055 -1.3878 4.3469
H 1.2827 -2.9245 3.1113
H 2.6808 -4.5765 1.5619
H 1.5696 -6.6964 0.3708
H -1.0930 -7.1740 0.8061
H -2.5389 -5.5608 2.3168
O 2.6513 1.1096 -6.7768
S 1.4704 1.1206 -7.5895
O 1.4678 0.7078 -8.9605
O 0.8018 2.5962 -7.4897
C -0.5326 2.4828 -6.9920
C -0.5342 1.2375 -6.1222
O 0.3053 0.3055 -6.8063
H -1.2065 2.3684 -7.8458
H -0.8073 3.3770 -6.4310
H -1.5341 0.8271 -5.9858
H -0.0884 1.4398 -5.1450
O -3.6455 4.0274 -8.3704
S -4.9708 3.5771 -8.0586
O -6.0309 3.5539 -9.0201
O -5.4790 4.3784 -6.7418
C -5.8016 3.4446 -5.7082
C -4.9093 2.2406 -5.9602
O -4.8622 2.1053 -7.3808
H -6.8588 3.1813 -5.8063
H -5.6275 3.8860 -4.7269
H -5.2965 1.3317 -5.4992
H -3.8909 2.4232 -5.6038
O -7.8698 0.0333 4.0056
S -6.6234 -0.6224 4.2655
O -5.8280 -1.2179 3.2304
O -6.8616 -1.7224 5.4318
C -6.0038 -1.4404 6.5386
C -5.7825 0.0642 6.5023
O -5.6817 0.3893 5.1156
H -5.0651 -1.9817 6.3888
H -6.4653 -1.7671 7.4711
H -4.8802 0.3650 7.0349
H -6.6428 0.6003 6.9136
O 1.6665 -9.4306 3.0318
S 2.6665 -8.5599 3.5729
O 3.5264 -7.7591 2.7541
O 3.5829 -9.4184 4.6015
C 3.5312 -8.8237 5.8984
C 2.1743 -8.1398 5.9737
O 1.9612 -7.5960 4.6718
H 4.3448 -8.0962 5.9724
H 3.6537 -9.5838 6.6709
H 2.1459 -7.3538 6.7285
H 1.3781 -8.8633 6.1723
O -4.2261 5.0483 -3.2944
S -3.5874 6.2949 -2.9898
O -4.2762 7.5502 -3.0289
O -2.2465 6.4103 -3.8943
C -1.1068 6.5579 -3.0453
C -1.4772 5.8528 -1.7500
O -2.8590 6.1541 -1.5474
H -0.9409 7.6261 -2.8803
H -0.2235 6.1225 -3.5139
H -0.8804 6.1950 -0.9045
H -1.3786 4.7674 -1.8487
O -8.0339 8.8217 1.3013
S -8.3697 8.0778 0.1231
O -9.1973 6.9100 0.1518
O -6.9936 7.7199 -0.6588
C -7.0397 8.2610 -1.9801
C -7.9403 9.4826 -1.8841
O -8.9761 9.1087 -0.9751
H -7.4702 7.5050 -2.6430
H -6.0364 8.5141 -2.3234
H -8.3593 9.7675 -2.8493
H -7.4051 10.3347 -1.4546
O 4.6943 4.3807 -0.7865
S 5.0368 5.7554 -0.5684
O 4.0994 6.8256 -0.7301
O 6.3630 6.0910 -1.4403
C 7.4041 6.5441 -0.5739
C 7.1336 5.8739 0.7645
O 5.7125 5.8832 0.9023
H 7.3305 7.6322 -0.4929
H 8.3805 6.2764 -0.9794
H 7.6045 6.3991 1.5956
H 7.4659 4.8314 0.7584
O 0.0885 -9.4891 -1.8996
S 0.7571 -8.2401 -2.1096
O 1.8028 -7.7647 -1.2531
O -0.3683 -7.0798 -2.2460
C -0.2332 -6.4278 -3.5092
C 0.3557 -7.4757 -4.4415
O 1.2915 -8.1987 -3.6414
H 0.4488 -5.5819 -3.3849
H -1.2013 -6.0645 -3.8558
H 0.8500 -7.0326 -5.3061
H -0.4114 -8.1775 -4.7817
*
```

DFT (ωB97M-V/def2-TZVPD) results for 10 unconnected molecules or ions with the total composition C56H112N6O16 in a non-equilibrium geometry.

Properties
Maximum force = 0.1767 Eh/bohr
HOMO = -0.32807 Eh
LUMO = -7.9 eV

```
! wB97M-V def2-TZVPD RIJCOSX def2/J DEFGRID3
* xyz 2 1
C 2.3687 -1.4790 5.2330
C 3.5444 -2.3528 5.0847
C 3.4812 -3.2343 3.8681
C 3.8924 -2.6271 2.5313
C 5.2787 -1.9948 2.6854
C 5.3455 -0.9220 3.7151
N 4.8131 -1.5195 5.0217
O 5.1946 -1.0265 6.2395
C 4.5467 0.3214 3.3592
C 6.8450 -0.5958 3.8526
C 3.5851 -3.2750 6.3281
H 2.1916 -0.9446 4.2996
H 2.4702 -0.7567 6.0431
H 1.4068 -1.8902 5.5391
H 2.5786 -3.8423 3.8081
H 4.2466 -4.0099 3.8982
H 3.1608 -1.8832 2.2159
H 3.8590 -3.3699 1.7343
H 5.5235 -1.5038 1.7436
H 6.0609 -2.7261 2.8889
H 4.5409 1.0558 4.1646
H 3.4997 0.2051 3.0792
H 5.0951 0.7944 2.5445
H 7.0051 0.1008 4.6755
H 7.1290 -0.0878 2.9310
H 7.4825 -1.4238 4.1627
H 3.7853 -2.6637 7.2081
H 4.4131 -3.9708 6.4639
H 2.6396 -3.8055 6.4410
C -2.7905 6.4017 6.4093
C -2.8319 4.8596 6.1612
C -2.9902 4.0685 7.4881
C -4.3642 4.2464 8.2154
C -5.4567 3.7439 7.3515
C -5.5380 4.3616 5.9838
N -4.0794 4.5349 5.3521
O -3.9834 4.6362 3.9915
C -6.2687 5.6730 6.0188
C -6.3695 3.3701 5.0107
C -1.5405 4.4031 5.4143
H -3.6529 6.6934 7.0087
H -2.7352 7.0646 5.5458
H -1.9009 6.5696 7.0164
H -2.2254 4.2248 8.2487
H -2.9322 3.0354 7.1454
H -4.5234 5.2839 8.5094
H -4.3830 3.6749 9.1434
H -6.3641 3.9483 7.9198
H -5.4963 2.6555 7.3071
H -7.3230 5.4622 6.1983
H -6.2551 6.2307 5.0823
H -5.9414 6.3481 6.8095
H -6.1132 3.5206 3.9620
H -7.4456 3.3501 5.1826
H -6.1100 2.3429 5.2668
H -0.7279 4.7087 6.0733
H -1.4851 4.8459 4.4198
H -1.4814 3.3251 5.2645
C -5.4955 -3.6034 -2.1163
C -4.6110 -3.6189 -0.7587
C -3.2453 -4.3214 -0.8745
C -2.1791 -3.7023 -1.8444
C -2.4832 -2.1856 -2.0708
C -3.0710 -1.4406 -0.8172
N -4.3247 -2.1639 -0.3687
O -5.0815 -1.5975 0.6626
C -3.4879 0.0759 -1.2470
C -1.9241 -1.4197 0.2577
C -5.4842 -4.3583 0.3340
H -6.5364 -3.2831 -2.0695
H -5.4968 -4.6041 -2.5483
H -5.0398 -2.9981 -2.8999
H -3.2264 -5.4011 -1.0230
H -2.8977 -4.3427 0.1584
H -2.1959 -4.3042 -2.7530
H -1.1691 -3.8524 -1.4631
H -3.2317 -2.1350 -2.8616
H -1.6502 -1.7158 -2.5938
H -3.5039 0.8928 -0.5255
H -4.4068 -0.0826 -1.8115
H -2.5950 0.3183 -1.8233
H -2.1047 -0.5907 0.9420
H -0.9192 -1.2056 -0.1063
H -1.8090 -2.3938 0.7332
H -6.4427 -3.8393 0.3311
H -5.1411 -4.3448 1.3685
H -5.7760 -5.3984 0.1882
C 6.7451 1.5679 -6.2705
C 6.3263 1.7235 -4.8027
C 7.0806 2.9991 -4.2937
C 6.4860 3.3263 -2.8336
C 5.0684 3.7345 -3.0250
C 4.1207 2.6724 -3.6405
N 4.8202 1.9128 -4.7452
O 3.9896 1.4506 -5.7571
C 2.7771 3.3922 -4.1010
C 3.8361 1.6269 -2.5406
C 6.7790 0.5271 -3.9939
H 7.7711 1.2304 -6.4173
H 6.6710 2.5042 -6.8236
H 6.1412 0.8134 -6.7746
H 6.8826 3.8029 -5.0028
H 8.1595 2.8579 -4.3579
H 7.1194 4.1168 -2.4311
H 6.5761 2.4836 -2.1481
H 5.1249 4.6647 -3.5903
H 4.6416 4.0508 -2.0733
H 2.4072 3.9281 -3.2268
H 1.9775 2.7374 -4.4472
H 2.9468 4.2077 -4.8040
H 3.1394 0.9354 -3.0145
H 3.2478 1.9150 -1.6694
H 4.5899 0.8643 -2.3449
H 7.8335 0.3107 -4.1652
H 6.1595 -0.3623 -4.1099
H 6.7725 0.6403 -2.9098
C 2.8320 -8.6509 -0.6536
C 3.9474 -8.5047 -1.7305
C 5.3094 -8.8048 -1.0192
N 6.6272 -8.1497 -1.7299
C 6.7295 -6.6067 -1.6233
C 6.6516 -8.5849 -3.2256
C 7.6306 -9.6814 -3.3934
C 8.6244 -9.3953 -2.3157
C 8.0033 -8.7709 -1.1765
H 3.0002 -7.9201 0.1374
H 2.8401 -9.6869 -0.3149
H 1.8496 -8.4989 -1.1007
H 4.0775 -7.5228 -2.1855
H 3.7591 -9.1888 -2.5579
H 5.5471 -9.8621 -0.9017
H 5.3218 -8.3017 -0.0523
H 5.7392 -6.3072 -1.9664
H 7.5742 -6.2995 -2.2399
H 6.8980 -6.4305 -0.5609
H 6.9884 -7.8366 -3.9432
H 5.6537 -8.7858 -3.6152
H 8.0880 -9.6719 -4.3828
H 7.1162 -10.6385 -3.3065
H 9.4402 -8.7361 -2.6125
H 9.1348 -10.3380 -2.1186
H 8.5680 -8.1176 -0.5114
H 7.7184 -9.5830 -0.5076
C -7.1129 6.4006 -1.1443
C -6.8563 6.5430 -2.6417
C -6.0622 5.3512 -3.1504
N -6.1561 5.2329 -4.6775
C -7.5449 4.6718 -5.0955
C -5.8231 6.5857 -5.3326
C -4.2926 6.6134 -5.5532
C -3.7500 5.2708 -5.2111
C -4.9604 4.3118 -5.1123
H -7.4844 7.3248 -0.7016
H -6.1320 6.2939 -0.6811
H -7.7946 5.5787 -0.9257
H -6.1651 7.3857 -2.6569
H -7.7317 6.7779 -3.2471
H -6.5291 4.4473 -2.7593
H -5.0454 5.2641 -2.7674
H -7.6764 3.5956 -4.9835
H -7.7167 4.9206 -6.1427
H -8.2877 5.1715 -4.4737
H -6.3736 6.5265 -6.2715
H -6.1385 7.4727 -4.7833
H -4.0057 6.8044 -6.5873
H -3.9059 7.4069 -4.9138
H -3.1305 4.8285 -5.9913
H -3.2135 5.3319 -4.2643
H -5.3209 3.9990 -6.0923
H -4.8216 3.4031 -4.5265
O -4.9105 -1.9552 6.3907
C -3.9834 -1.9068 5.4491
O -3.6640 -3.0174 5.0081
O -3.4408 -0.7903 5.1523
H -4.7326 -2.8981 6.4206
O 1.9130 -3.8789 -5.8547
C 2.9376 -3.9964 -5.0012
O 3.8041 -4.8757 -5.3278
O 2.9903 -3.3213 -3.9255
H 2.3216 -4.6311 -6.2891
O -9.7336 -0.8554 -0.5476
C -9.2751 0.3075 -0.9829
O -9.6723 1.2333 -0.3108
O -8.5597 0.3790 -2.0491
H -10.1170 -0.4097 0.2113
O -0.2179 7.3845 0.7831
C -1.1868 7.1194 -0.0734
O -2.0791 7.9273 -0.4626
O -1.2180 5.9460 -0.4152
H -0.1489 6.4271 0.7751
*
```